Version one
{"formula": "C4H15N2O", "method": "ωB97M-V/def2-TZVPD", "lumo_energy_ev": -2.61, "total_charge": 1, "homo_lumo_gap_ev": 11.27, "elements": ["C", "C", "C", "C", "N", "N", "H", "H", "H", "H", "H", "H", "H", "H", "H", "H", "H", "H", "H", "H", "H", "O"], "coordinates": [[2.28, -0.28, 0.09], [1.17, -0.39, 1.17], [0.05, 0.71, 0.95], [-1.37, 1.71, -0.77], [-0.64, 0.48, -0.33], [1.77, -0.34, -1.29], [2.82, 0.64, 0.30], [2.90, -1.16, 0.28], [1.57, -0.18, 2.15], [0.64, -1.34, 1.16], [-0.65, 0.71, 1.79], [0.60, 1.65, 1.05], [-0.61, 2.48, -0.86], [-1.80, 1.46, -1.74], [-2.14, 2.06, -0.09], [-1.28, -0.29, -0.10], [0.19, 0.16, -1.03], [1.73, -1.27, -1.68], [2.35, 0.17, -1.94], [-3.52, -1.48, 0.21], [-2.39, -2.43, 0.67], [-2.58, -1.56, 0.32]]}

---

Version two
{"formula": "C4H15N2O", "method": "ωB97M-V/def2-TZVPD", "lumo_energy_ev": -3.22, "total_charge": 1, "homo_lumo_gap_ev": 10.09, "elements": ["C", "N", "C", "N", "C", "C", "H", "H", "H", "H", "H", "H", "H", "H", "H", "H", "H", "H", "H", "H", "H", "O"], "coordinates": [[-0.23, 1.03, 0.09], [-0.80, 1.49, 1.37], [0.68, -0.22, 0.30], [-0.19, -1.12, 1.15], [2.42, -1.59, -1.05], [1.11, -0.87, -1.04], [-0.88, 0.99, -0.80], [0.43, 1.80, -0.32], [-1.70, 1.79, 1.38], [-0.17, 1.78, 2.15], [1.76, 0.03, 0.72], [-0.73, -1.82, 0.55], [-0.99, -0.57, 1.72], [0.38, -1.69, 1.77], [3.14, -1.05, -1.68], [2.90, -1.83, -0.05], [2.23, -2.62, -1.28], [0.24, -1.49, -1.28], [1.10, -0.12, -1.92], [-3.16, 2.34, -1.21], [-4.19, 1.63, -0.27], [-3.36, 2.12, -0.30]]}

---

Version three
{"formula": "C4H15N2O", "method": "ωB97M-V/def2-TZVPD", "lumo_energy_ev": -2.75, "total_charge": 1, "homo_lumo_gap_ev": 10.58, "elements": ["C", "N", "C", "C", "N", "C", "H", "H", "H", "H", "H", "H", "H", "H", "H", "H", "H", "H", "H", "H", "H", "O"], "coordinates": [[-0.56, 0.21, 1.91], [-0.65, -1.11, 1.17], [-1.75, -1.27, 0.21], [-0.31, 1.33, 0.76], [0.86, 0.56, -0.19], [2.05, 1.48, -0.63], [0.50, 0.14, 2.33], [-1.23, 0.27, 2.72], [-0.67, -1.75, 1.98], [-2.71, -0.84, 0.52], [-1.89, -2.28, -0.06], [-1.55, -0.60, -0.72], [0.22, 2.14, 1.25], [-1.07, 1.39, 0.09], [1.10, -0.28, 0.36], [0.39, 0.12, -1.06], [2.40, 1.83, 0.31], [1.57, 2.41, -1.00], [2.87, 1.04, -1.13], [-0.03, -1.74, -2.15], [0.83, -1.06, -3.23], [0.15, -0.92, -2.57]]}

---

Verdict on stability: version three comes out at the bottom.